1.
3 unconnected molecules or ions with the total composition C4H12NO4 at a distorted geometry, computed with ωB97M-V with the def2-TZVPD basis set.

Calculated values
relative energy (zero: lowest compared OMol25 entry of this formula, charge and spin) = 176.21 kJ/mol
total charge = -1
HOMO = -4.8 eV
LUMO = 3.75 eV
E_tot = -14023.890 eV
gap between HOMO and LUMO = 8.5 eV

Each atom is followed by the atoms it is bonded to, with distances in Å.
Atoms and positions in Å:
1 C -0.61023 0.37101 -1.12266  N2 1.420, C6 1.576, H8 1.064, H9 1.196
2 N -0.89041 -0.96505 -0.73342  C1 1.420, C3 1.479, H10 1.001
3 C -1.77307 -1.00846 0.45208  N2 1.479, O4 1.219, O5 1.238
4 O -1.47881 -1.93961 1.18094  C3 1.219
5 O -2.71708 -0.23605 0.66479  C3 1.238
6 C 0.03209 1.25831 0.01005  C1 1.576, C7 1.550, H11 1.131, H12 1.054
7 C -0.23747 2.77171 -0.18870  C6 1.550, H13 1.053, H14 1.129, H15 1.109
8 H -1.54003 0.67637 -1.54137  C1 1.064
9 H 0.16923 0.00776 -1.95400  C1 1.196
10 H -0.15652 -1.64635 -0.74484  N2 1.001
11 H -0.32370 0.92557 1.03122  C6 1.131
12 H 1.06579 1.05840 0.05451  C6 1.054
13 H -1.15601 2.94842 -0.67180  C7 1.053
14 H -0.48392 3.29700 0.77967  C7 1.129
15 H 0.47018 3.30304 -0.85706  C7 1.109
16 H 0.67404 -2.88826 -0.19998  O18 0.989
17 H 0.16266 -2.42317 0.97403  O18 1.002
18 O 1.06364 -2.76511 0.70104  H16 0.989, H17 1.002
19 H 2.63994 -0.14556 0.96477  O21 0.964
20 H 2.20172 -1.65344 0.71188  O21 1.010
21 O 2.88794 -0.94654 0.48886  H19 0.964, H20 1.010

***

2.
2 unconnected molecules or ions with the total composition C4H12NO4 at a distorted geometry, computed with ωB97M-V with the def2-TZVPD basis set.

Calculated values
relative energy (zero: lowest compared OMol25 entry of this formula, charge and spin) = 0.00 kJ/mol
total charge = +1
HOMO = -14.5 eV
LUMO = -3.04 eV
E_tot = -14016.481 eV
gap between HOMO and LUMO = 11.5 eV

Each atom is followed by the atoms it is bonded to, with distances in Å.
Atoms and positions in Å:
1 C 1.31585 0.30897 1.48973  O2 1.440, C3 1.545, H9 1.083, H10 1.081
2 O 1.70233 -1.07306 1.61088  C1 1.440, H11 0.962
3 C 0.78194 0.54792 0.05940  C1 1.545, C4 1.519, N8 1.537, H12 1.085
4 C -0.43864 1.44839 -0.02693  C3 1.519, C5 1.546, H13 1.083, H14 1.087
5 C -0.75948 1.69657 -1.51864  C4 1.546, O6 1.368, O7 1.182
6 O -1.44923 0.63485 -2.03729  C5 1.368, H15 0.962
7 O -0.44700 2.66865 -2.11342  C5 1.182
8 N 0.46821 -0.81198 -0.58570  C3 1.537, H16 1.035, H17 1.004, H18 1.012
9 H 0.63151 0.47833 2.31231  C1 1.083
10 H 2.17420 0.94471 1.65808  C1 1.081
11 H 2.61689 -1.16563 1.89573  O2 0.962
12 H 1.65839 0.86969 -0.49347  C3 1.085
13 H -0.21041 2.46348 0.27472  C4 1.083
14 H -1.26028 1.01669 0.53924  C4 1.087
15 H -2.22754 0.85958 -2.55677  O6 0.962
16 H -0.31324 -1.20971 -0.03596  N8 1.035
17 H 1.30632 -1.35555 -0.48818  N8 1.004
18 H 0.20905 -0.60495 -1.54196  N8 1.012
19 H -2.33182 -2.85573 -0.11708  O21 0.960
20 H -1.64529 -2.60411 1.28133  O21 0.962
21 O -1.78175 -2.25713 0.39400  H19 0.960, H20 0.962

***

3.
2 unconnected molecules or ions with the total composition C4H12NOS, computed with ωB97M-V with the def2-TZVPD basis set.

Calculated values
relative energy (zero: lowest compared OMol25 entry of this formula, charge and spin) = 26.71 kJ/mol
total charge = -1
HOMO = -2.6 eV
LUMO = 3.63 eV
E_tot = -18716.478 eV
gap between HOMO and LUMO = 6.3 eV

Each atom is followed by the atoms it is bonded to, with distances in Å.
Atoms and positions in Å:
1 C 1.03167 0.20326 2.55845  N2 1.458, H7 1.097, H8 1.099, H9 1.084
2 N 1.19981 0.40006 1.12341  C1 1.458, C3 1.462, H10 1.014
3 C 0.41124 -0.49484 0.27846  N2 1.462, C4 1.537, C6 1.539, H11 1.087
4 C 0.42732 -0.02278 -1.18425  C3 1.537, S5 1.835, H12 1.096, H13 1.096
5 S -1.22063 -0.18081 -1.97552  C4 1.835
6 C 0.85922 -1.96529 0.36227  C3 1.539, H14 1.099, H15 1.098, H16 1.094
7 H 1.23593 -0.81366 2.91631  C1 1.097
8 H -0.02262 0.39241 2.80620  C1 1.099
9 H 1.65614 0.92880 3.06780  C1 1.084
10 H 2.18593 0.31488 0.90131  N2 1.014
11 H -0.61119 -0.48415 0.64739  C3 1.087
12 H 1.18543 -0.63225 -1.69020  C4 1.096
13 H 0.68016 1.04347 -1.21290  C4 1.096
14 H 0.81590 -2.31162 1.40388  C6 1.099
15 H 0.17242 -2.60873 -0.20276  C6 1.098
16 H 1.90668 -2.04635 0.05837  C6 1.094
17 H -1.75928 1.28458 -0.07848  O19 0.980
18 H -0.56445 1.85754 0.66516  O19 0.966
19 O -1.51456 1.99227 0.55335  H17 0.980, H18 0.966

***

4.
2 unconnected molecules or ions with the total composition C4H12NOS, computed with ωB97M-V with the def2-TZVPD basis set.

Calculated values
relative energy (zero: lowest compared OMol25 entry of this formula, charge and spin) = 10.63 kJ/mol
total charge = -2
<S²> = 0.750
spin multiplicity = 2
HOMO (alpha / beta) = 3.6 / -0.3 eV
LUMO (alpha / beta) = 5.85 / 5.71 eV
E_tot = -18712.421 eV
gap between HOMO and LUMO (alpha / beta) = 2.2 / 6.0 eV

Each atom is followed by the atoms it is bonded to, with distances in Å.
Atoms and positions in Å:
1 C -0.86746 1.55916 -0.17862  C2 1.542, C4 1.539, H7 1.090, H8 1.099
2 C 0.19410 2.20504 0.73372  C1 1.542, S3 1.821, H9 1.096, H10 1.097
3 S 0.19625 4.02343 0.63057  C2 1.821
4 C -1.09075 0.05064 0.03022  C1 1.539, N5 1.466, H11 1.101, H12 1.092
5 N 0.00953 -0.86576 -0.28271  C4 1.466, C6 1.483, H13 1.015
6 C 0.85551 -1.23727 0.87699  N5 1.483, H14 1.094, H15 1.091, H16 1.089
7 H -0.69891 1.88351 -1.20572  C1 1.090
8 H -1.82169 2.01336 0.12397  C1 1.099
9 H -0.02956 1.87725 1.75564  C2 1.096
10 H 1.17036 1.78503 0.46046  C2 1.097
11 H -1.98251 -0.25141 -0.54108  C4 1.101
12 H -1.37919 -0.03041 1.07990  C4 1.092
13 H 0.64239 -0.42195 -0.94076  N5 1.015
14 H 0.61750 -0.64721 1.76707  C6 1.094
15 H 0.74078 -2.29421 1.12026  C6 1.091
16 H 1.90934 -1.04329 0.68486  C6 1.089
17 H 0.15391 -2.58063 -1.38730  O19 0.983
18 H 1.08629 -2.83519 -2.58186  O19 0.972
19 O 0.29411 -3.19008 -2.14561  H17 0.983, H18 0.972

***

5.
2 unconnected molecules or ions with the total composition C4H12NOS at a distorted geometry, computed with ωB97M-V with the def2-TZVPD basis set.

Calculated values
relative energy (zero: lowest compared OMol25 entry of this formula, charge and spin) = 254.78 kJ/mol
total charge = +1
HOMO = -12.9 eV
LUMO = -3.21 eV
E_tot = -18706.426 eV
gap between HOMO and LUMO = 9.7 eV

Each atom is followed by the atoms it is bonded to, with distances in Å.
Atoms and positions in Å:
1 C -1.55911 -1.62232 0.44268  C3 1.531, H8 1.087, H9 1.094, H10 1.142
2 C 2.94802 -0.43378 -0.31254  S7 1.802, H11 1.083, H12 1.146, H13 1.119
3 C -1.55013 -0.12755 0.77499  C1 1.531, O6 1.351, H14 1.173
4 C 0.17312 0.36041 -0.25723  N5 1.572, S7 1.739, H15 1.104
5 N -0.01671 1.91266 -0.42162  C4 1.572, H16 1.079, H17 0.999, H18 0.996
6 O -2.50148 0.70547 0.29915  C3 1.351, H19 1.072
7 S 1.50010 -0.17873 0.72937  C2 1.802, C4 1.739
8 H -2.45287 -2.07697 0.86231  C1 1.087
9 H -1.38993 -1.95202 -0.58690  C1 1.094
10 H -0.81982 -2.20175 1.09246  C1 1.142
11 H 3.69701 0.32481 -0.12097  C2 1.083
12 H 2.86313 -0.38762 -1.45398  C2 1.146
13 H 3.45917 -1.40122 -0.07649  C2 1.119
14 H -1.38805 0.22873 1.88101  C3 1.173
15 H 0.06391 -0.16558 -1.22159  C4 1.104
16 H -1.03906 2.24924 -0.49879  N5 1.079
17 H 0.66898 2.28011 -1.04855  N5 0.999
18 H 0.42567 2.15268 0.43794  N5 0.996
19 H -3.08197 0.33339 -0.52123  O6 1.072

***

6.
2 unconnected molecules or ions with the total composition C4H12NPS at a distorted geometry, computed with ωB97M-V with the def2-TZVPD basis set.

Calculated values
relative energy (zero: lowest compared OMol25 entry of this formula, charge and spin) = 369.69 kJ/mol
total charge = 0
HOMO (alpha / beta) = -8.9 / -6.9 eV
LUMO (alpha / beta) = -0.11 / -1.88 eV
E_tot = -25953.219 eV
gap between HOMO and LUMO (alpha / beta) = 8.7 / 5.0 eV

Each atom is followed by the atoms it is bonded to, with distances in Å.
Atoms and positions in Å:
1 C -4.03935 0.78049 0.37742  C4 1.495, H8 1.080, H9 1.074, H10 1.119
2 C 1.77516 -1.02358 -1.00278  N5 1.405, H11 1.106, H12 1.052, H13 1.069
3 C 3.57867 -0.29771 0.43595  N5 1.400, H14 1.035, H15 1.114, H16 1.065
4 C -2.69926 0.12819 0.48884  C1 1.495, S7 1.847, H17 1.026, H18 1.071
5 N 2.35198 -0.03716 -0.18559  C2 1.405, C3 1.400, P6 1.692
6 P 1.75151 1.54172 -0.09448  N5 1.692, H19 1.456
7 S -1.86119 -0.33816 -1.08905  C4 1.847
8 H -4.43247 1.12602 1.32229  C1 1.080
9 H -3.95671 1.56511 -0.35071  C1 1.074
10 H -4.90735 0.23657 -0.07348  C1 1.119
11 H 2.58320 -1.75132 -1.20195  C2 1.106
12 H 0.96617 -1.40616 -0.44929  C2 1.052
13 H 1.46337 -0.53622 -1.90196  C2 1.069
14 H 3.46758 -1.19292 0.94262  C3 1.035
15 H 4.47980 -0.47714 -0.19462  C3 1.114
16 H 3.78688 0.44310 1.17184  C3 1.065
17 H -2.65701 -0.67830 1.12133  C4 1.026
18 H -2.02325 0.79099 0.98978  C4 1.071
19 H 0.37227 1.12646 -0.30616  P6 1.456

***

7.
C4H12NPS2 in the gas phase at a distorted geometry, computed with ωB97M-V with the def2-TZVPD basis set.

Calculated values
relative energy (zero: lowest compared OMol25 entry of this formula, charge and spin) = 166.42 kJ/mol
total charge = 0
HOMO = -8.6 eV
LUMO = 0.65 eV
E_tot = -36791.872 eV
gap between HOMO and LUMO = 9.3 eV

Each atom is followed by the atoms it is bonded to, with distances in Å.
Atoms and positions in Å:
1 C -1.15905 -1.38920 -1.46620  C2 1.600, H9 1.119, H10 1.151, H11 1.045
2 C -1.34608 -1.26581 0.11798  C1 1.600, P3 1.855, H12 1.121, H13 1.173
3 P -0.82073 0.38124 0.79062  C2 1.855, S4 1.962, S5 2.063, N6 1.781
4 S -2.06303 1.85624 0.42742  P3 1.962
5 S -0.35091 0.14028 2.78439  P3 2.063, H14 1.373
6 N 0.80728 0.60493 0.10388  P3 1.781, C7 1.446, C8 1.376
7 C 1.78811 -0.43642 -0.10414  N6 1.446, H15 1.127, H16 1.223, H17 1.066
8 C 1.14188 1.89944 -0.22304  N6 1.376, H18 1.066, H19 1.183, H20 1.095
9 H -1.57252 -0.45172 -1.91722  C1 1.119
10 H -0.02491 -1.23855 -1.59443  C1 1.151
11 H -1.67173 -2.20927 -1.86162  C1 1.045
12 H -0.92531 -2.06846 0.77748  C2 1.121
13 H -2.45957 -1.34539 0.47655  C2 1.173
14 H -1.62271 0.51619 3.14172  S5 1.373
15 H 2.42129 -0.19871 -1.00621  C7 1.127
16 H 2.60827 -0.32089 0.79505  C7 1.223
17 H 1.24801 -1.35475 -0.07780  C7 1.066
18 H 0.38360 2.62502 -0.03399  C8 1.066
19 H 2.19447 2.29123 0.14851  C8 1.183
20 H 1.42363 1.96458 -1.27893  C8 1.095

***

8.
A gas-phase ion, C4H12NS (charge +1) at a distorted geometry, computed with ωB97M-V with the def2-TZVPD basis set.

Calculated values
relative energy (zero: lowest compared OMol25 entry of this formula, charge and spin) = 54.58 kJ/mol
total charge = +1
HOMO = -12.6 eV
LUMO = -3.51 eV
E_tot = -16661.094 eV
gap between HOMO and LUMO = 9.1 eV

Each atom is followed by the atoms it is bonded to, with distances in Å.
Atoms and positions in Å:
1 C -0.89251 -1.92753 -1.67860  S2 1.803, H7 1.086, H8 1.093, H9 1.092
2 S 0.25446 -0.85229 -0.79686  C1 1.803, C3 1.810
3 C -0.66892 0.69956 -0.67134  S2 1.810, C4 1.551, H10 1.078, H11 1.095
4 C 0.10050 1.72174 0.20628  C3 1.551, C5 1.506, H12 1.099, H13 1.094
5 C 0.96351 1.16100 1.30602  C4 1.506, N6 1.529, H14 1.085, H15 1.091
6 N 0.23205 0.21601 2.25946  C5 1.529, H16 1.007, H17 1.024, H18 1.014
7 H -0.47533 -2.91809 -1.52044  C1 1.086
8 H -0.92048 -1.60780 -2.72301  C1 1.093
9 H -1.94326 -1.90617 -1.38376  C1 1.092
10 H -0.90531 1.07471 -1.65346  C3 1.078
11 H -1.61763 0.49741 -0.16239  C3 1.095
12 H 0.62946 2.32474 -0.54448  C4 1.099
13 H -0.66649 2.43958 0.51168  C4 1.094
14 H 1.74354 0.52756 0.89671  C5 1.085
15 H 1.45340 2.02720 1.75255  C5 1.091
16 H -0.23342 0.72098 2.99630  N6 1.007
17 H -0.39780 -0.39317 1.72932  N6 1.024
18 H 0.98550 -0.38172 2.57918  N6 1.014

***

9.
A gas-phase ion, C4H12NS2 (charge +1) at a distorted geometry, computed with ωB97M-V with the def2-TZVPD basis set.

Calculated values
relative energy (zero: lowest compared OMol25 entry of this formula, charge and spin) = 29.98 kJ/mol
total charge = +1
HOMO = -12.4 eV
LUMO = -3.70 eV
E_tot = -27496.672 eV
gap between HOMO and LUMO = 8.7 eV

Each atom is followed by the atoms it is bonded to, with distances in Å.
Atoms and positions in Å:
1 C 2.91415 -0.33201 -2.60302  C2 1.502, H8 1.099, H9 1.084, H10 1.087
2 C 2.08874 0.04277 -1.40483  C1 1.502, S3 1.841, H11 1.084, H12 1.085
3 S 0.31017 0.09139 -1.87602  C2 1.841, S4 2.028
4 S -0.52783 0.89211 -0.21165  S3 2.028, C5 1.823
5 C -0.75658 -0.47576 0.97184  S4 1.823, C6 1.536, H13 1.093, H14 1.081
6 C -1.55998 0.11708 2.13842  C5 1.536, N7 1.495, H15 1.084, H16 1.081
7 N -2.90447 0.55814 1.65509  C6 1.495, H17 1.020, H18 1.024, H19 1.022
8 H 2.73483 0.28677 -3.49371  C1 1.099
9 H 2.67623 -1.29887 -3.03121  C1 1.084
10 H 3.98042 -0.33926 -2.39068  C1 1.087
11 H 2.29144 1.04365 -1.04230  C2 1.084
12 H 2.19303 -0.71531 -0.63615  C2 1.085
13 H -1.32705 -1.29362 0.52532  C5 1.093
14 H 0.19535 -0.85595 1.31503  C5 1.081
15 H -1.62779 -0.63347 2.91724  C6 1.084
16 H -0.97548 0.93058 2.54387  C6 1.081
17 H -3.01435 1.57126 1.70827  N7 1.020
18 H -3.04691 0.26231 0.68562  N7 1.024
19 H -3.64392 0.14817 2.22889  N7 1.022

***

10.
A gas-phase ion, C4H12NS2 (charge +1) at a distorted geometry, computed with ωB97M-V with the def2-TZVPD basis set.

Calculated values
relative energy (zero: lowest compared OMol25 entry of this formula, charge and spin) = 33.45 kJ/mol
total charge = +1
HOMO = -12.7 eV
LUMO = -3.25 eV
E_tot = -27496.636 eV
gap between HOMO and LUMO = 9.5 eV

Each atom is followed by the atoms it is bonded to, with distances in Å.
Atoms and positions in Å:
1 C -2.19304 -1.54165 -2.52627  S2 1.828, H8 1.085, H9 1.078, H10 1.085
2 S -1.66422 -1.56868 -0.77646  C1 1.828, S3 2.033
3 S 0.36270 -1.60856 -0.92593  S2 2.033, C4 1.879
4 C 1.02724 0.09434 -0.49029  S3 1.879, C5 1.522, H11 1.081, H12 1.092
5 C 1.07186 0.31995 1.01412  C4 1.522, C6 1.540, N7 1.530, H13 1.088
6 C 1.55662 1.75411 1.29494  C5 1.540, H14 1.087, H15 1.089, H16 1.083
7 N -0.33329 0.16561 1.59864  C5 1.530, H17 1.020, H18 1.023, H19 1.021
8 H -3.09960 -2.13844 -2.52627  C1 1.085
9 H -2.41540 -0.54066 -2.86039  C1 1.078
10 H -1.47947 -2.16193 -3.05929  C1 1.085
11 H 2.04540 -0.02361 -0.83253  C4 1.081
12 H 0.28776 0.74248 -0.96505  C4 1.092
13 H 1.67605 -0.39032 1.57529  C5 1.088
14 H 0.97840 2.28074 2.04954  C6 1.087
15 H 2.52181 1.68296 1.79344  C6 1.089
16 H 1.63470 2.38615 0.41920  C6 1.083
17 H -0.27144 0.09507 2.61398  N7 1.020
18 H -0.87081 -0.58846 1.16377  N7 1.023
19 H -0.83528 1.04092 1.43957  N7 1.021